Computed, not measured: a 9-piece molecular cluster, C33H80ClF3I2N5O9 overall, with ωB97M-V with the def2-TZVPD basis set.

Its gap between HOMO and LUMO is 8.6 eV.

Geometry as ORCA input:
```
! wB97M-V def2-TZVPD RIJCOSX def2/J DEFGRID3
* xyz 1 1
C -5.9853 1.9369 0.4242
C -1.7322 0.2262 -3.0352
O -4.5746 -3.2801 2.6156
O 2.7485 -0.2980 4.2039
H 0.6689 -2.9883 -2.7665
H -4.3619 -5.8913 12.1989
O 1.7698 0.6895 -2.4548
H 3.9178 5.9366 -5.4685
H -5.3083 1.3002 2.2508
O 3.5244 5.5881 -3.4600
H 6.7140 7.9365 -5.8250
H 6.4062 0.7089 -4.1562
F -5.3913 -0.7097 -4.0311
C 4.4528 5.8405 -4.5183
H -1.7787 -1.8014 -2.4272
H 3.4552 -1.9617 3.1650
H -2.8800 -4.9507 12.5109
H -2.7992 -6.0968 10.4878
H 4.9890 6.7615 -4.3229
C -4.3561 -4.5679 3.1948
O 0.9247 -3.9120 3.9313
O 0.1621 -1.4033 6.0074
H 3.9781 -0.7189 -3.0866
H 2.7086 0.9006 -5.0783
N 3.0490 1.5767 1.2594
N 0.6200 2.8186 -4.2199
C -2.7092 1.4288 -2.7730
C -0.3091 -2.0527 -0.2600
H -3.2670 -4.4544 7.0174
H -6.0095 0.9695 -0.0916
H -4.3231 -4.1508 11.8597
C 2.8011 1.6490 -2.3026
C 3.5776 -1.4568 4.1263
O -3.3153 -5.2880 10.5013
H 0.4912 -1.5420 6.8982
H -3.0613 1.8353 -3.7176
H -4.7441 3.6640 0.5411
C 5.7549 -0.1649 -4.1004
H 3.2855 1.5459 -1.3336
C -0.2061 1.6188 -4.4309
H 1.5929 2.5392 0.0871
H 5.3383 -0.3868 -5.0743
C -4.5101 -1.9633 -2.3017
H 6.2574 0.7324 -1.6604
H 0.9358 3.0531 -5.1497
H -3.9102 2.1180 0.6631
C 0.7477 -3.6608 -1.9054
H -2.1079 2.2281 -2.3464
C -2.1191 -0.4296 -4.3887
H 3.2724 -2.1324 4.9212
H 0.3275 1.0394 -5.1837
H -1.1359 1.9365 -4.8958
C -0.0046 -0.0026 5.8059
C -4.3537 -1.4360 -3.5254
H -3.7594 0.6846 -0.9634
C -4.6889 2.6622 0.1228
H 4.7306 0.2998 -0.8336
H -5.3721 2.8714 -1.8570
H 6.3950 -0.9774 -3.7695
C -3.9259 1.2566 -1.8723
H 5.1731 5.0201 -4.5781
I -0.2984 -4.9384 0.5861
H 3.0640 1.8767 2.2231
H -4.8024 -3.4117 1.6920
H -5.0007 -4.5476 7.4540
C -4.0943 -3.9393 7.5154
H -3.8397 -3.7877 8.5583
Cl -1.2127 1.3299 0.0213
H 7.0726 9.8157 -4.5067
C 1.6457 1.7176 0.7944
H 0.6732 -4.6657 -2.3036
H 8.0686 8.7605 -3.4866
C 0.0787 0.4178 -0.8176
C -0.4245 -3.4289 -0.9632
H 3.0803 4.7630 -3.6720
C 4.6865 0.1139 -3.0380
I -1.7304 -1.9404 1.3375
C 1.0901 -4.8130 5.0192
H -2.4437 0.3292 -5.0879
H 0.3196 -4.6516 5.7776
O 7.0155 7.7749 -4.9278
H 2.4651 2.6799 -2.3813
H -5.2620 -5.1732 3.1273
H 5.7601 -0.9199 -1.5226
C 7.7239 8.9387 -4.5012
H 4.6286 -1.1946 4.2667
C -4.4168 2.6557 -1.3802
H 0.6651 -2.1120 0.2100
F -3.8394 -3.0721 -1.9210
C 3.9289 1.4201 -3.3115
N -6.1442 1.7255 1.8682
O -4.3152 -2.6623 6.9131
H 4.3196 1.4484 -5.4582
F -5.2819 -1.4623 -1.3272
H -4.7866 0.8400 -2.3849
H 3.1796 2.6137 -4.9041
N -0.3717 0.7848 -3.2473
C 3.4953 1.5833 -4.7664
H 0.2963 -1.2014 -1.9943
H 0.9998 -3.0198 4.2908
H 2.0769 -4.6984 5.4775
H -1.1985 -0.8569 -4.7851
H 0.0659 3.5853 -3.8583
H 3.6535 2.1902 0.7353
C 1.2251 0.3706 0.1852
H -6.8821 1.0561 2.0389
C -3.7386 -5.0667 11.8451
H 2.0844 -0.1610 -0.2115
H 0.9490 0.5166 5.9092
H 1.6998 -3.5327 -1.4031
C -3.1634 -1.5620 -4.4005
H -2.6814 -2.5081 -4.1560
H 0.9987 -5.8245 4.6311
H -3.5034 -1.6926 -5.4260
C 0.4659 1.1426 -2.1313
C -1.6879 -0.8329 -1.9442
H -0.3762 0.1343 4.7934
H -0.7299 0.4107 6.5110
H -3.5304 -5.0792 2.6931
C 5.3804 0.0890 -1.6787
H 4.6338 2.2330 -3.1057
N -0.3624 -0.9384 -1.2471
H 0.8647 -0.2069 1.0365
H -1.3897 -3.5545 -1.4385
H -3.7394 3.4487 -1.6879
H 3.0153 0.2953 3.5004
H 1.0353 1.9109 1.6658
H 8.5880 9.1255 -5.1425
H -4.5437 -2.8134 5.9934
H -2.4972 -0.7941 -1.2288
H -6.8509 2.4963 0.0736
H 0.4755 2.1983 -1.8658
H -4.0999 -4.4236 4.2411
*
```

---

Computed, not measured: C29H32IrNO4S as an isolated structure, with ωB97M-V with the def2-TZVPD basis set.

Its gap between HOMO and LUMO (alpha / beta) is 4.9 / 4.2 eV. Its expectation value of S² is 8.78. The calculation puts the energy relative to the best compared isomer or geometry (same formula, charge and spin) at 0.0000 eV.

Geometry as ORCA input:
```
! wB97M-V def2-TZVPD RIJCOSX def2/J DEFGRID3
* xyz 1 6
C -5.0944 -4.9532 1.4607
H -3.3791 -4.6391 0.1855
C 0.6479 -0.2643 -1.9066
H -2.0656 2.1876 1.5171
O 5.4036 0.5521 1.4090
H 0.4382 3.2527 1.2298
C -1.1276 1.6651 1.6512
C -6.0258 -4.3640 2.3318
H -5.1823 -6.0173 1.2295
C 4.6680 0.1483 0.5114
C -4.8664 -2.2375 2.0989
N 5.1946 -0.3998 -0.6247
H 6.1921 -0.5671 -0.5956
C -1.5164 0.5650 -1.7263
H 4.6675 3.7992 -3.0090
H 2.7603 0.5396 -0.3705
H -4.7560 -1.1829 2.3312
C -7.1823 -5.1547 2.8686
C 3.2929 1.2621 -4.8404
H -7.1453 -6.1793 2.4933
C 3.1196 0.8836 3.0895
H -7.1711 -5.1816 3.9629
C 4.4822 -0.7588 -1.8418
H 0.8518 -1.0054 2.2574
C -5.8715 -3.0143 2.6780
H 5.1606 1.9061 -1.4870
C 0.3988 -0.0451 2.0288
H -0.9271 2.7279 -1.9388
C -4.0044 -2.8289 1.1731
H 4.2119 0.9505 3.1175
H 5.0710 -1.5136 -2.3892
H -1.0964 -1.6522 -1.7530
C 0.1816 2.2250 1.4744
H 3.4831 3.3898 -5.1807
H -2.5939 0.6259 -1.6188
O -3.0568 -2.3367 -1.1189
C 4.2080 0.4293 -2.7539
O -3.2861 -0.4630 0.4860
C 2.6467 1.2513 1.6790
H 4.1908 2.7207 1.4017
H -8.1362 -4.7098 2.5631
H 2.7830 -0.7733 0.8285
H 3.2938 -0.8278 -4.2343
H 2.8037 2.9438 0.2993
C -0.7304 -0.6347 -1.7533
Ir 0.0183 0.6915 -0.0561
C 0.7124 1.1736 -2.0046
C 1.1457 1.1445 1.6377
H 2.7827 1.0653 -5.7839
H 2.6910 1.5861 3.8171
H 2.6604 3.3914 2.0262
H 2.8159 -0.1363 3.3526
H 1.4777 -0.9605 -1.9702
C 3.5673 0.1999 -3.9772
C -0.6320 1.6819 -1.8947
C -0.9852 0.2916 2.0343
H -1.7822 -0.3574 2.3450
H 1.6035 1.7699 -2.1870
S -2.8468 -1.8353 0.2334
C -4.0851 -4.1944 0.8797
C 3.1649 0.2427 0.6131
H -6.5605 -2.5670 3.3984
O -1.5295 -2.1533 0.7970
C 3.6841 2.5625 -4.4988
C 4.6131 1.7299 -2.4177
H 3.5221 -1.2373 -1.5733
C 4.3440 2.7957 -3.2892
C 3.0982 2.6721 1.3224
*
```

---

Computed, not measured: C16H24BeN4O2S3SeSi as an isolated structure, with ωB97M-V with the def2-TZVPD basis set.

Its gap between HOMO and LUMO is 8.0 eV. The calculation puts the energy relative to the best compared isomer or geometry (same formula, charge and spin) at 0.0000 eV.

Geometry as ORCA input:
```
! wB97M-V def2-TZVPD RIJCOSX def2/J DEFGRID3
* xyz 0 1
O -0.4002 -0.7058 1.2812
H -1.0903 1.1877 -4.7490
C -1.6832 -2.5164 4.8926
C 0.6103 -2.5247 5.6282
O -2.2950 -1.6327 2.8147
C 0.0386 -1.5908 3.4688
H -2.7301 -2.7421 5.0440
H -4.1024 0.2446 -1.6460
H 5.5586 2.0204 0.7272
Si -2.5062 1.8470 -0.6632
H 0.8060 -0.8500 -5.9391
C -0.0885 -0.6772 -5.3371
H -2.6129 0.2562 -2.5933
N 1.7272 -0.5991 2.0726
H -2.7019 4.2529 -1.2834
S 0.2865 -1.5308 -1.5041
C -3.2398 1.8069 1.0582
N 0.3069 0.4737 -3.3385
S 4.4145 0.0524 1.5093
H 1.3539 -2.7680 6.3745
C 3.0331 0.3323 0.4779
H 5.6086 1.5063 -1.6567
H -0.1723 -2.5168 -4.1349
H 2.0163 -1.6671 4.2557
H 0.2122 1.1737 -2.5867
H -4.2554 3.4251 -1.4475
H -1.0410 -3.3021 6.7653
H -1.8729 -1.2385 2.0251
H -3.0073 3.2191 -2.6794
C -3.0117 0.2860 -1.5768
H 0.6069 1.4003 -5.2093
C 0.1700 -0.8164 -3.0312
C -3.1788 3.3264 -1.6055
C -0.0966 0.7329 -4.7161
Se -0.2598 2.0730 -0.5105
H -4.3320 1.7942 1.0233
H -0.9665 -0.8635 -5.9532
C 5.5636 0.9682 0.4444
C 0.4800 -0.9324 2.2269
C -1.3117 -1.9004 3.6964
N 1.8533 -0.0221 0.8074
H -2.9237 2.6787 1.6326
H -2.6695 -0.6129 -1.0616
H -2.9055 0.9178 1.5974
C 5.1197 0.7928 -0.9945
N -0.0881 -1.5164 -4.1474
H 6.5604 0.5595 0.6070
Be 0.3163 0.0357 0.0430
S 3.3378 1.1194 -1.0561
C 0.9813 -1.9139 4.4499
H 5.3157 -0.2196 -1.3464
C -0.7342 -2.8235 5.8437
*
```

---

Computed, not measured: C6H15F3MgNb as an isolated structure, with ωB97M-V with the def2-TZVPD basis set.

Its gap between HOMO and LUMO is 4.1 eV.

Geometry as ORCA input:
```
! wB97M-V def2-TZVPD RIJCOSX def2/J DEFGRID3
* xyz 1 1
H -2.2894 -0.1269 -2.9685
H 0.4152 -0.3271 -3.0191
H 1.0890 -1.2417 -1.6447
C 0.2480 -1.0813 1.0523
C -1.9657 -0.7134 -2.1038
H -0.8908 1.9668 1.1325
H 1.2680 -1.2853 0.6876
F 1.9948 3.0672 0.3242
Mg -1.9279 -3.1736 -1.4333
H -1.4941 -1.6344 -2.5172
H -0.8044 0.8764 3.3565
H -2.8595 -0.9306 -1.4803
C -0.8198 -1.1313 0.1072
H 1.2006 0.5198 -1.6823
Nb 0.4048 1.0087 2.0291
H 1.3627 0.9298 3.5446
C 2.3198 2.0200 1.1531
H 0.3245 2.5369 2.9317
H -1.0089 0.7760 -0.8561
C 0.5395 -0.3258 -1.9241
C -0.8085 -0.2516 -1.1904
H 0.0721 -1.6201 2.0020
F 2.9027 1.0733 0.2990
H -1.8101 -1.0608 0.5872
H -0.7681 -2.3431 -0.3326
F 3.3057 2.4723 1.9454
*
```

---

no.,maximum force (eV Å⁻¹),electronic energy (eV)
1,1.9,-98260.879
2,4.1,-53931.037
3,0.2,-133174.616
4,1.4,-21595.640